Here is C20H22N2O3 in the gas phase from the Open Molecules 2025 dataset. Energies are from wB97M-V/def2-TZVPD.

XYZ file:
```
47
Properties=species:S:1:pos:R:3:forces:R:3
C 4.771336 1.372297 -1.012931 -0.406 0.068 -0.120
C 3.471923 2.144813 -1.224157 0.394 0.137 0.271
H 3.012711 2.409505 -0.263163 -0.007 0.019 -0.123
H 3.677441 3.069606 -1.770283 -0.065 -0.086 0.147
O 2.554668 1.455158 -2.047150 -0.254 -0.298 -0.157
C 1.851706 0.405932 -1.545393 -0.057 0.036 -0.152
C 1.845286 -0.015626 -0.227826 0.127 0.284 -0.151
C 1.054967 -1.086962 0.169970 -0.071 -0.195 -0.092
C 0.260010 -1.757166 -0.741604 0.165 -0.092 0.190
C 0.263415 -1.339148 -2.071071 0.080 0.091 -0.158
C 1.046603 -0.278805 -2.489227 0.148 0.191 -0.020
O 1.141942 0.186785 -3.763119 0.167 0.067 0.411
C 0.291361 -0.325653 -4.765726 -0.396 -0.105 -0.295
C -1.133260 0.213589 -4.663941 0.406 -0.077 0.116
H -1.599140 -0.088376 -3.729097 -0.097 -0.018 0.047
H -1.116480 1.299707 -4.702676 -0.030 0.091 -0.020
H -1.728096 -0.161299 -5.492409 -0.090 -0.039 -0.080
H 0.295585 -1.423300 -4.759257 0.068 0.101 -0.018
H 0.746474 0.011872 -5.701009 -0.050 -0.132 0.111
H -0.357005 -1.872434 -2.774267 -0.071 -0.014 -0.146
C -0.675574 -2.847458 -0.298081 -0.198 0.213 0.005
H -0.295009 -3.323014 0.607125 -0.014 -0.050 -0.015
H -0.777840 -3.607522 -1.073217 0.016 -0.056 0.008
C -2.062186 -2.251057 -0.006258 -0.125 -0.308 -0.068
N -1.959745 -1.208817 0.985519 0.207 0.153 -0.175
C -2.644124 -1.218124 2.147636 0.041 0.054 -0.234
O -3.499435 -2.042815 2.409286 -0.115 -0.115 0.193
C -2.273823 -0.134339 3.116573 -0.056 0.132 0.361
C -1.586595 1.018985 2.763567 -0.044 -0.047 0.138
C -1.269778 1.961166 3.741894 -0.425 -0.714 0.249
C -1.644569 1.761323 5.070837 0.036 0.042 -0.166
C -2.345279 0.619621 5.412340 0.008 -0.009 -0.008
C -2.657032 -0.318343 4.444270 0.012 -0.019 -0.157
H -3.206008 -1.214443 4.691956 -0.043 -0.059 0.001
H -2.647983 0.460734 6.436200 -0.015 -0.016 0.073
H -1.388902 2.500922 5.815055 0.017 0.043 0.027
C -0.548032 3.120857 3.373615 0.274 0.440 -0.133
N 0.051377 4.048463 3.066451 0.190 0.314 -0.098
H -1.300870 1.225464 1.741807 0.019 0.004 -0.046
H -1.192452 -0.568088 0.848170 -0.097 -0.002 0.166
H -2.484172 -1.834025 -0.928160 -0.005 -0.120 0.046
H -2.744214 -3.008408 0.385787 0.044 0.103 -0.102
H 1.079313 -1.401399 1.204022 -0.009 -0.057 0.095
H 2.446334 0.485431 0.514019 0.107 0.084 0.010
H 5.224094 1.147863 -1.975333 0.072 -0.015 -0.067
H 5.462610 1.971855 -0.427062 0.093 0.045 0.076
H 4.588450 0.434673 -0.493682 0.051 -0.069 0.061
```
Forces are in eV/Å.

**Kohn-Sham gap**: 8.351 eV
**Relative energy (zero: lowest compared OMol25 entry of this formula, charge and spin)**: 194.8 kJ/mol
**SMILES string**: CCOc1ccc(CCNC(=O)c2cccc(C#N)c2)cc1OCC
**E**: -1110.55345 hartree